1.
Here is a structure of composition C31H47IrNO2P2S2 at a distorted geometry from the Open Molecules 2025 dataset. Energies are from wB97M-V/def2-TZVPD.

ORCA input file:
```
! wB97M-V def2-TZVPD RIJCOSX def2/J DEFGRID3
* xyz 1 5
Ir -0.703 -1.088 -5.565
C -0.626 -1.941 0.869
C 0.759 -1.932 0.550
C 0.445 -0.605 2.407
C -0.817 -1.145 2.026
C 1.422 -1.104 1.496
C -1.683 -2.715 0.181
H -1.405 -2.924 -0.856
H -2.624 -2.152 0.165
H -1.868 -3.683 0.673
C -2.090 -0.982 2.760
H -2.945 -1.120 2.086
H -2.159 0.014 3.213
H -2.181 -1.728 3.567
C 0.715 0.246 3.581
H 1.225 -0.322 4.376
H -0.214 0.661 3.998
H 1.374 1.092 3.341
C 2.877 -0.881 1.602
H 3.350 -1.601 2.292
H 3.092 0.131 1.971
H 3.358 -0.999 0.624
C 1.425 -2.709 -0.517
H 2.283 -3.276 -0.130
H 1.797 -2.061 -1.321
H 0.734 -3.423 -0.971
C -1.946 0.262 -6.243
C -1.977 -0.982 -7.031
C -1.247 -1.079 -8.354
C 0.313 -1.052 -8.210
C 0.800 -0.999 -6.780
C 0.712 0.230 -5.956
C 0.236 1.532 -6.576
C -1.304 1.518 -6.820
H -1.587 -0.300 -9.051
H 0.757 -0.235 -8.799
H -1.511 -2.063 -8.760
H -1.536 1.611 -7.885
H -2.788 0.440 -5.557
H -2.951 -1.475 -6.974
H -1.754 2.382 -6.307
H 0.449 2.336 -5.853
H 1.479 0.333 -5.174
H 0.776 1.747 -7.509
H 0.691 -2.003 -8.608
H 1.704 -1.560 -6.545
P -1.496 1.516 -1.371
P 1.554 2.340 -1.160
C -0.943 2.904 -2.403
C 0.542 3.351 -2.249
H -1.600 3.748 -2.143
H -1.123 2.530 -3.424
H 1.055 3.346 -3.219
H 0.575 4.380 -1.878
C 2.863 3.053 -0.185
H 3.477 2.255 0.271
H 2.411 3.674 0.611
H 3.493 3.661 -0.856
C 1.886 0.813 -2.077
H 2.490 1.078 -2.954
H 0.974 0.303 -2.417
H 2.466 0.097 -1.478
C -3.321 1.587 -1.706
H -3.786 0.728 -1.195
H -3.500 1.421 -2.790
H -3.762 2.520 -1.380
C -1.014 -1.835 -3.741
H -0.483 -1.234 -3.003
H -0.658 -2.857 -3.655
H -2.083 -1.794 -3.531
O 0.819 5.925 3.341
S 0.613 4.502 3.248
O 1.415 3.612 4.063
N 0.611 3.992 1.624
C -0.408 3.223 1.378
S -0.057 1.834 0.252
C -1.480 3.210 2.370
C -2.698 2.506 2.444
C -3.432 2.572 3.648
C -2.962 3.304 4.743
C -1.743 3.987 4.676
C -1.066 3.979 3.458
H -3.078 1.990 1.560
H -4.382 2.031 3.725
H -3.518 3.308 5.679
H -1.285 4.481 5.523
*
```

Output
calculated total energy: -81565.384 eV
F_max: 5.88 eV Å⁻¹
highest occupied orbital energy (alpha / beta): -8.63 / -9.48 eV
ΔE to the lowest compared entry with this formula, charge and spin: 15.04 kcal per mole
Kohn-Sham gap (alpha / beta): 4.531 / 5.494 eV

These are the Mulliken partial charges, in e, on atoms 1 to 2:
1 Ir 0.13
2 C 0.36


2.
Here is a structure of composition C3H4BrIO at a distorted geometry from the Open Molecules 2025 dataset. Energies are from wB97M-V/def2-TZVPD.

ORCA input file:
```
! wB97M-V def2-TZVPD RIJCOSX def2/J DEFGRID3
* xyz 0 3
C 0.854 0.667 0.732
C -0.390 -0.134 0.390
C 1.904 0.564 -0.382
O 1.020 1.212 1.794
Br 3.474 1.751 -0.211
I 2.654 -1.604 -0.007
H -0.658 -0.664 1.306
H -0.174 -0.591 -0.619
H -1.205 0.505 0.254
H 1.527 0.544 -1.409
*
```

Output
calculated total energy: -83362.557 eV
F_max: 3.72 eV Å⁻¹
highest occupied orbital energy (alpha / beta): -6.97 / -9.66 eV
ΔE to the lowest compared entry with this formula, charge and spin: 0.00 kcal per mole
Kohn-Sham gap (alpha / beta): 7.498 / 5.725 eV

These are the Mulliken partial charges, in e, on atoms 1 to 2:
1 C 0.80
2 C -0.99


3.
Here is a structure of composition C36H39Cl3N5O4SSeW at a distorted geometry from the Open Molecules 2025 dataset. Energies are from wB97M-V/def2-TZVPD.

ORCA input file:
```
! wB97M-V def2-TZVPD RIJCOSX def2/J DEFGRID3
* xyz 3 1
W -0.234 0.161 -0.458
C 1.625 -1.362 2.013
C 1.158 -0.073 1.393
C 0.075 0.646 1.933
C -0.576 0.209 3.212
C -0.471 1.738 1.190
C -1.692 2.470 1.691
C 0.349 2.372 0.171
C -0.068 3.709 -0.375
C 1.568 1.791 -0.206
C 2.499 2.473 -1.166
C 1.870 0.468 0.248
C 3.088 -0.236 -0.292
H 2.453 -1.154 2.696
H 1.983 -2.065 1.267
H 0.834 -1.849 2.575
H -1.470 -0.395 3.033
H -0.876 1.083 3.786
H 0.110 -0.371 3.821
H -1.385 3.395 2.184
H -2.250 1.883 2.412
H -2.363 2.737 0.878
H 0.359 4.491 0.260
H -1.146 3.832 -0.373
H 0.292 3.865 -1.389
H 2.367 2.116 -2.191
H 3.530 2.268 -0.883
H 2.355 3.548 -1.158
H 3.960 0.027 0.312
H 3.299 0.062 -1.316
H 2.990 -1.317 -0.260
Cl -4.182 0.237 -5.102
C -3.978 -1.086 -3.998
C -2.728 -1.662 -3.849
C -2.577 -2.723 -2.972
C -3.653 -3.230 -2.245
C -3.434 -4.399 -1.298
C -3.711 -4.062 0.176
N -3.162 -2.725 0.464
C -3.895 -1.614 0.828
C -3.053 -0.559 0.765
N -1.811 -1.011 0.329
C -1.927 -2.342 0.182
O -2.073 -4.765 -1.379
C -1.827 -6.189 -1.397
C -0.360 -6.390 -1.520
C 0.265 -6.920 -2.607
Cl -0.471 -7.445 -4.064
S 1.958 -7.028 -2.419
C 1.866 -6.340 -0.853
C 0.587 -6.055 -0.500
C -4.899 -2.640 -2.444
Cl -6.301 -3.253 -1.626
C -5.076 -1.569 -3.308
H -1.899 -1.317 -4.455
H -1.621 -3.221 -2.885
H -4.086 -5.232 -1.582
H -3.211 -4.800 0.800
H -4.762 -4.033 0.443
H -4.938 -1.683 1.090
H -3.257 0.478 0.961
H -1.177 -3.024 -0.182
H -2.357 -6.623 -2.247
H -2.210 -6.645 -0.478
H 2.762 -6.236 -0.261
H 0.308 -5.673 0.474
H -6.059 -1.143 -3.454
O 0.602 -0.086 -2.377
N 0.866 -1.368 -2.219
O 1.348 -2.049 -3.017
O 0.454 -1.742 -1.041
C -3.669 3.598 -3.344
N -2.531 2.879 -3.921
C -1.750 1.952 -3.361
Se -2.159 1.237 -1.643
N -0.825 1.570 -4.249
C -1.008 2.266 -5.440
C -0.336 2.224 -6.660
C -0.822 3.056 -7.643
C -1.933 3.898 -7.429
C -2.596 3.937 -6.223
C -2.100 3.095 -5.230
H -3.816 3.296 -2.313
H -4.561 3.363 -3.919
H -3.460 4.665 -3.386
H -0.102 0.899 -4.051
H 0.514 1.577 -6.832
H -0.342 3.066 -8.612
H -2.271 4.529 -8.240
H -3.450 4.582 -6.065
*
```

Output
calculated total energy: -169154.600 eV
F_max: 1.18 eV Å⁻¹
highest occupied orbital energy: -14.56 eV
ΔE to the lowest compared entry with this formula, charge and spin: 0.00 kcal per mole
Kohn-Sham gap: 3.851 eV

These are the Mulliken partial charges, in e, on atoms 1 to 2:
1 W 1.33
2 C -2.26


4.
Here is the ion C6H6F3N5 with charge +2 at a distorted geometry from the Open Molecules 2025 dataset. Energies are from wB97M-V/def2-TZVPD.

ORCA input file:
```
! wB97M-V def2-TZVPD RIJCOSX def2/J DEFGRID3
* xyz 2 1
N -2.336 -1.992 -0.859
C -1.338 -2.099 -0.277
N -0.205 -1.862 0.201
C 0.216 -0.605 0.156
C -0.607 0.503 -0.099
C -2.112 0.662 0.180
F -2.309 1.907 0.607
F -2.861 0.491 -0.901
F -2.511 -0.172 1.128
N 0.016 1.707 -0.337
C 1.315 1.870 -0.338
N 2.122 0.850 0.012
C 1.656 -0.383 0.317
N 2.416 -1.353 0.734
H -3.182 -2.362 -1.257
H -0.580 2.523 -0.531
H 1.756 2.824 -0.605
H 3.129 1.021 0.041
H 1.998 -2.264 0.923
H 3.415 -1.266 0.904
*
```

Output
calculated total energy: -21904.308 eV
F_max: 1.77 eV Å⁻¹
SMILES: N=C=Nc1c(C(F)(F)F)[nH]c[nH+]c1=[NH2+]
highest occupied orbital energy: -17.45 eV
Kohn-Sham gap: 8.323 eV

These are the Mulliken partial charges, in e, on atoms 1 to 2:
1 N -0.12
2 C 0.55